[1]
Density functional theory data (the ωB97M-V functional and the def2-TZVPD basis) for an isolated molecule of C2H7N3O.

Geometry (Å):
H -0.1835 1.7124 -0.8228
N 0.8017 -0.7661 0.7345
N -0.3683 0.7650 -0.5276
C 0.4195 0.4509 0.6231
H -0.5517 -1.7082 -0.3503
H 0.9671 1.1431 2.5244
H -1.9138 -1.1860 -1.3515
O -0.1291 -0.0642 -1.6266
H -0.3833 -2.0164 -2.2236
H 0.4226 2.5193 1.2881
H 1.4088 -0.9818 1.5302
N 0.3284 1.4722 1.6344
C -0.8183 -1.3405 -1.4323

Atomic forces in eV per Å
H -0.184 0.092 -0.322
N 1.187 1.024 0.582
N 0.449 0.116 0.927
C -1.181 -0.273 0.466
H -0.226 0.280 -2.512
H -2.073 1.711 -3.133
H 0.464 -0.098 -0.983
O -0.208 -0.819 0.072
H -0.960 0.761 0.850
H 0.095 -3.094 1.201
H -0.496 0.404 -0.015
N 2.517 0.099 0.799
C 0.616 -0.203 2.069

Computed properties:
Kohn-Sham gap in eV: 9.6
Structure (SMILES): [H]/N=C(\N)NOC
LUMO energy in hartree: 0.0242
E_HOMO in eV: -8.964
Spin multiplicity: 1
Relative energy (zero: lowest compared OMol25 entry of this formula, charge and spin) in kJ/mol: 383.11


[2]
Density functional theory data (the ωB97M-V functional and the def2-TZVPD basis) for a structure of composition C16H39BClIO6P2Ta.

Geometry (Å):
H -3.2207 0.3499 -5.1755
C -2.2433 1.2518 3.9547
H 0.9074 1.7288 -2.0307
O -0.3460 4.2844 -0.2014
H -4.9175 -1.1897 0.7203
C -1.6726 0.9045 -3.6466
O -0.7386 1.1209 0.4680
P 0.0994 -0.8019 -2.8988
H -4.0317 -1.7013 -0.8038
H -2.2223 -1.0453 -4.5706
H -1.5569 -3.0466 1.5923
B 3.6923 1.4053 0.9966
H 3.6251 0.1113 2.8719
C -2.7660 -1.3337 0.9894
H 2.3857 -0.1874 -3.0669
C -1.8161 0.4676 2.6533
H -2.5920 1.7215 1.0962
H 6.3509 0.3790 1.3656
H -1.8243 -1.0149 0.5014
I 1.4629 -1.4803 1.2942
H -3.9776 0.0358 -0.2198
H 4.6152 1.5720 2.9875
Cl 2.4646 4.4482 -1.3073
H -1.3025 2.5454 1.9630
Ta 1.3503 1.3699 0.7402
C -4.0199 -1.0336 0.0807
H -0.8798 -0.0843 2.8560
H 2.2281 2.1835 3.3688
O -0.3155 0.5007 -3.8821
C 0.5019 -3.8743 -2.2772
C 4.3739 0.7104 2.3055
P 1.2415 3.9608 0.3499
C 1.7033 1.1388 -1.5030
H 6.0961 -0.4846 2.9336
H 2.6532 1.6508 -1.7890
C -1.5724 1.5482 1.5426
H 1.0472 -3.6731 -1.3336
H 1.2990 -3.8177 -4.2912
O 0.3114 -2.0620 -4.0006
H -2.9922 -1.2682 3.1525
H -0.5631 -3.6356 -2.1202
C -2.9668 -0.5181 2.3198
H -1.4961 2.0332 4.2231
H 2.1811 -2.7378 -3.1978
H 4.7869 2.9033 0.3919
H -2.6638 -3.3619 0.2438
H -2.3479 0.5762 4.8297
H -1.7859 1.8899 -4.1563
H -3.1863 1.7935 3.7286
H -3.3520 -3.2768 1.9578
H -0.5259 3.7673 -0.9953
H -3.9555 -0.0088 2.3635
C 1.7375 -0.2853 -2.1506
H 2.2129 -1.0991 -1.5759
H 1.0403 0.8908 3.5591
C -2.7092 -0.0854 -4.2959
C 1.2358 1.8284 2.9844
C 5.6129 -0.1822 1.9733
O 4.5939 2.0228 0.0550
H -3.4559 -0.3118 -3.5019
C 1.1624 -3.0822 -3.4658
C -2.6028 -2.8801 1.2472
H 0.5116 2.6089 3.2990
H 0.6159 -4.9594 -2.4941
H 5.3312 -1.1140 1.4472
H -1.8520 1.0788 -2.5691
O -0.9611 -1.1453 -1.8863

Atomic forces in eV per Å
H 0.359 -0.233 0.428
C 0.574 0.089 -0.482
H 0.482 -0.331 0.450
O 1.501 -0.270 0.082
H 0.326 0.012 -0.635
C -1.012 0.671 -1.025
O 2.402 0.995 1.265
P -0.861 0.126 0.730
H -0.112 0.493 0.381
H -0.276 0.666 0.120
H -0.794 -0.074 0.128
B 1.015 -0.087 0.120
H 0.467 0.384 -0.385
C -0.777 -0.129 0.173
H -0.438 -0.195 0.526
C -0.449 1.079 0.788
H 0.604 0.016 0.255
H -0.392 -0.383 0.274
H -0.684 0.007 0.027
I 0.263 0.399 -0.182
H -0.167 -0.667 0.001
H 0.203 -0.567 -0.459
Cl -0.308 -0.142 0.114
H 0.229 -0.772 -0.143
Ta -3.734 -2.078 -0.690
C 0.960 -0.156 0.613
H -0.430 0.192 -0.222
H -0.697 -0.158 -0.231
O 0.476 -2.039 1.350
C 0.809 -0.200 -0.035
C -0.288 -0.041 -0.384
P -0.707 0.731 0.178
C 0.253 0.306 -0.111
H -0.136 0.112 -0.724
H -0.643 -0.366 0.233
C -1.777 -0.389 -0.485
H -0.458 -0.010 -0.396
H -0.095 0.704 0.343
O 0.621 2.063 1.403
H -0.051 0.568 -0.412
H 0.554 0.014 -0.257
C 0.908 -0.956 0.256
H -0.374 -0.591 -0.171
H -0.645 0.207 -0.122
H 0.259 0.193 -0.204
H -0.152 -0.005 0.777
H -0.201 0.376 -0.558
H 0.314 -0.600 0.356
H 0.325 -0.417 0.360
H 0.360 0.068 -0.394
H -0.214 -0.236 0.038
H 0.627 -0.080 -0.247
C 0.192 0.064 -2.108
H -0.633 0.416 0.055
H -0.056 0.557 -0.503
C 0.074 0.103 1.058
C 1.036 0.536 0.380
C 0.095 0.426 0.802
O -0.695 -0.484 0.956
H 0.294 0.000 -0.708
C -0.353 -1.845 0.003
C 0.528 1.069 -0.809
H 0.258 -0.420 -0.243
H -0.173 0.609 0.215
H -0.007 0.552 0.148
H 0.091 -0.411 -0.503
O 1.329 0.526 -1.558

Computed properties:
Kohn-Sham gap in eV: 6.7
Net charge: -1
LUMO energy in hartree: 0.0651
E_HOMO in eV: -4.941
Spin multiplicity: 1


[3]
Density functional theory data (the ωB97M-V functional and the def2-TZVPD basis) for a cluster of 2 separate species, C5H9NO in total.

Geometry (Å):
H -0.8682 0.0392 -1.5191
H 0.4143 1.0985 1.2124
C 0.8581 0.1166 1.3973
H 0.7840 -0.0930 2.4675
H -1.7215 1.3424 -0.6407
C -0.9478 1.1310 -1.3809
H 1.9297 0.1640 1.1691
C 0.3378 -1.1676 -0.9157
H 0.0071 1.5726 -1.0733
H 1.9486 -0.1004 -0.7182
H -1.2130 1.5181 -2.3623
H 0.5508 -1.9668 0.9048
C -1.2845 -1.0144 0.9507
C 0.1444 -0.9881 0.6012
N -2.3982 -0.9916 1.2634
O 1.4582 -0.6606 -1.3560

Atomic forces in eV per Å
H -0.193 0.423 -0.003
H 0.055 -0.175 -0.014
C 0.082 0.087 -0.018
H -0.005 0.026 -0.160
H 0.048 0.079 -0.179
C -0.119 0.132 -0.059
H -0.098 -0.022 0.018
C 0.408 -0.288 0.145
H -0.233 -0.157 -0.086
H -0.062 -0.089 0.025
H -0.111 0.187 0.063
H -0.046 0.018 0.113
C -0.949 -0.031 0.187
C 0.040 -0.060 0.044
N 1.181 -0.028 -0.322
O 0.003 -0.102 0.246

Computed properties:
Kohn-Sham gap in eV: 9.5
LUMO energy in hartree: 0.0150
E_HOMO in eV: -9.080
Spin multiplicity: 1
Relative energy (zero: lowest compared OMol25 entry of this formula, charge and spin) in kJ/mol: 402.78


[4]
Density functional theory data (the ωB97M-V functional and the def2-TZVPD basis) for the ion C5H13N with charge +1.

Geometry (Å):
H 1.7548 1.3426 1.5209
H -0.3429 1.2590 1.5986
H -0.8464 -2.5635 -1.3855
C -0.6396 -1.5014 -1.3945
H 0.6184 -1.7242 0.2442
H 0.5850 1.0710 -0.9324
H -1.4791 -1.2048 -0.7522
H 1.4707 -1.2809 -1.1632
H -2.0584 0.8095 -0.6673
N -0.5027 0.5443 0.8819
C 1.9059 0.5745 0.7650
H -2.6258 0.4830 0.9381
C 0.5914 0.4412 -0.0449
H 2.1878 -0.3795 1.2113
C -1.8188 0.9663 0.3820
C 0.5803 -1.0123 -0.5878
H 2.7446 0.7789 0.1003
H -1.8670 2.0524 0.5225
H -0.8025 -1.0404 -2.3668

Atomic forces in eV per Å
H 0.593 0.112 0.062
H 0.652 -1.213 1.044
H 0.921 -0.383 -0.424
C -1.188 1.406 1.376
H 0.161 0.469 0.297
H -0.862 0.656 0.138
H -0.339 0.099 -0.453
H 0.271 0.858 0.143
H 0.723 -0.401 -0.020
N -1.151 3.676 -2.389
C -0.339 -0.018 -0.645
H 0.098 0.199 0.375
C 1.993 -2.695 1.147
H -0.373 0.093 0.324
C -0.798 -0.567 -0.347
C -0.405 -2.617 -1.003
H -0.143 0.506 0.039
H -0.050 -0.006 0.412
H 0.236 -0.175 -0.075

Computed properties:
Kohn-Sham gap (alpha / beta) in eV: 12.7 / 7.5
Net charge: +1
LUMO energy (alpha / beta) in hartree: -0.1144 / -0.3086
E_HOMO (alpha / beta) in eV: -15.861 / -15.920
<S²>: 0.75
Spin multiplicity: 2
Relative energy (zero: lowest compared OMol25 entry of this formula, charge and spin) in kJ/mol: 127.65


[5]
Density functional theory data (the ωB97M-V functional and the def2-TZVPD basis) for a structure of composition C36H36BCl2F3O2.

Geometry (Å):
H 1.5115 -2.3733 5.8683
H 2.3235 0.2477 4.1872
H -0.9569 0.8550 -1.1629
H -1.0901 0.1155 0.3737
H -2.1904 1.2497 -2.4481
F -5.6164 -2.5517 -0.7127
H 5.5657 -1.5502 -1.6368
C -1.2315 -3.2453 0.3718
H 1.1680 4.4444 -1.0578
H 3.3230 -3.8495 4.0548
H 3.2982 1.2092 0.7837
C 4.5603 -0.0422 -0.4249
C -3.3707 3.0216 -2.3556
Cl 5.1064 5.6299 -3.6607
H -0.8660 4.0133 -1.8657
C 3.3275 0.4213 0.0268
C -1.1660 -2.2571 1.3630
C 3.6174 3.4075 -3.9400
H 3.0738 -4.4707 2.3940
H -4.4760 -1.5719 1.6869
H -6.7340 2.3910 -2.4505
H 3.4116 -1.1622 4.3968
H -0.1448 -2.3329 5.1931
C 3.0472 -3.5790 3.0305
Cl -7.3365 5.1678 -2.4192
C 1.3726 -1.6729 3.8211
C 2.9598 4.9765 -2.1659
C 0.5950 -4.1543 3.3802
F -5.7431 -3.8882 1.0451
H 0.9068 1.0871 0.7899
C -3.6132 -3.0744 0.4148
H -0.4518 -3.7811 3.3476
H 0.3304 1.3326 -2.9472
H 0.7746 -4.6000 4.3653
H -0.6190 -0.8655 -1.0460
F -4.9003 -4.6417 -0.8418
C 2.2006 -1.3825 -1.1591
O 0.3186 -1.0385 3.0495
H -2.2515 -0.7208 2.4381
C 1.5476 3.0605 -2.6838
C -3.5603 -2.0311 1.3284
O 1.3220 -2.6689 1.6929
C -5.8046 2.9437 -2.3890
C 4.6113 -1.1611 -1.2707
C 1.6417 -3.0448 3.0392
H 2.3537 1.6532 -4.1294
C -4.5851 2.2872 -2.3928
C 2.1051 -0.1288 -0.4702
H 0.6663 -4.9288 2.5971
C -2.4706 -3.6909 -0.0625
C 2.5093 2.6213 -3.6378
H -4.6820 6.1764 -2.3009
C 0.8192 -1.8116 5.2300
C -4.9628 -3.5513 -0.0332
C -4.6469 5.0927 -2.3076
H 5.4927 0.4763 -0.1764
C -5.8355 4.3490 -2.3570
H 3.1540 5.8920 -1.6131
B 0.1769 -1.9355 2.0136
H -2.5335 -4.5087 -0.7692
C 3.8040 4.6159 -3.2364
C -0.8799 2.9721 -2.2258
H 0.6551 -0.8104 5.6545
H 1.2760 -1.9470 -1.2931
C -3.4259 4.4346 -2.3144
H 4.2796 3.1352 -4.7639
C 0.3210 2.3518 -2.5645
C -2.3309 -1.5820 1.7719
C -0.4691 0.1021 -0.5379
H -0.3156 -3.6707 -0.0374
C 0.9006 0.5732 -0.1868
C -2.1208 2.3395 -2.3642
C 3.4347 -1.8582 -1.5897
C 2.5922 -0.7447 3.7860
C 1.8240 4.2102 -1.9011
H -2.5008 5.0065 -2.3200
H 3.7377 -2.8301 2.6321
H -4.5395 1.2010 -2.4444
H 2.9529 -0.5930 2.7516
H 3.4519 -2.7612 -2.2117

Atomic forces in eV per Å
H -0.128 0.123 -0.030
H 0.016 -0.439 -0.082
H -0.184 -0.124 0.199
H 0.227 -0.172 -0.398
H 0.250 0.420 -0.623
F 0.272 -1.006 0.488
H -0.295 0.286 0.120
C -0.208 0.098 0.554
H 0.239 0.087 -0.384
H 0.233 -0.052 -0.157
H -0.113 0.073 -0.514
C -0.128 -0.300 -0.263
C -1.009 0.540 0.445
Cl 0.638 0.493 -0.153
H 0.114 -0.546 -0.490
C 0.150 -0.068 -0.367
C -0.579 0.518 -0.860
C -0.404 0.493 0.312
H 0.066 0.165 0.164
H 0.048 -0.019 -0.133
H 0.039 0.046 0.057
H -0.276 0.220 -0.240
H 0.224 0.095 0.128
C 0.020 0.000 0.439
Cl -0.508 0.247 0.022
C 0.867 0.305 0.313
C -0.257 -0.305 -0.657
C 0.214 0.133 0.175
F 0.416 0.278 -1.021
H 0.230 0.539 -0.872
C -0.249 -0.482 0.008
H 0.655 -0.122 0.148
H -0.257 0.212 -0.103
H -0.040 0.029 -0.177
H 0.481 0.329 0.223
F -0.229 0.847 0.502
C -0.105 0.965 -0.038
O -0.046 -1.213 -0.296
H -0.046 -0.399 -0.001
C 1.295 0.432 -0.128
C -0.051 0.422 0.022
O -0.903 0.439 0.220
C 0.109 0.585 -0.121
C -0.109 -0.228 -0.035
C -0.590 -0.071 0.287
H 0.014 0.525 0.029
C 0.506 0.600 -0.014
C 0.987 -0.352 0.241
H 0.070 0.263 0.380
C 0.234 0.079 -0.308
C -0.183 0.324 0.530
H -0.084 -0.107 0.022
C 0.030 -0.189 -0.033
C -0.565 0.000 0.067
C -0.126 -0.392 -0.110
H -0.437 -0.263 0.166
C 1.028 -0.648 0.046
H 0.068 -0.221 -0.041
B 0.501 0.880 -1.027
H -0.105 0.114 -0.029
C -0.961 -1.087 0.411
C -1.151 -0.651 -0.110
H 0.091 -0.334 -0.094
H 0.339 0.143 -0.354
C -0.486 -0.383 -0.053
H -0.057 0.083 0.415
C 0.216 -0.785 1.038
C 0.219 -0.599 0.037
C -0.545 0.235 0.422
H -0.181 -0.042 0.305
C -0.948 -0.957 0.465
C 1.486 -0.095 0.388
C -0.329 0.137 0.080
C 0.182 0.018 -0.069
C 0.540 -0.229 -0.474
H -0.325 -0.042 -0.003
H -0.071 -0.185 0.096
H -0.063 0.185 0.048
H -0.168 -0.192 0.421
H 0.187 0.293 0.427

Computed properties:
Kohn-Sham gap in eV: 4.0
LUMO energy in hartree: -0.0691
E_HOMO in eV: -5.862
Spin multiplicity: 1